10
Properties=species:S:1:pos:R:3:forces:R:3:mulliken_charge:R:1 method="wB97M-V/def2-TZVPD" relative_energy_kcal_mol=64.73 e_homo_ev=-10.365 charge=0
C -1.3311 0.8346 0.0577 0.140 2.407 1.028 -0.398
C -1.5051 -0.4186 0.3841 -1.586 -1.587 -1.289 -0.345
N 1.5588 0.0088 -0.9447 -0.808 1.002 -0.461 -0.428
O 3.1281 -0.8163 0.7126 0.923 -0.248 1.292 -0.478
S 2.3697 0.3211 0.2698 -0.073 -0.783 -0.842 0.609
H -0.3836 1.3497 -0.0195 0.273 -0.476 -0.300 0.125
H -2.1272 1.5857 0.1196 -0.183 -0.619 -0.331 0.220
H -2.5977 -0.7545 0.3657 1.809 -0.012 0.544 0.198
H -0.6804 -1.1514 0.3136 -0.694 0.366 0.402 0.209
H 1.5684 -0.9590 -1.2588 0.201 -0.051 -0.043 0.288



119
Properties=species:S:1:pos:R:3:forces:R:3:mulliken_charge:R:1 method="wB97M-V/def2-TZVPD" relative_energy_kcal_mol=42.20 e_homo_ev="0.839 / -0.125" s_squared=0.7653 multiplicity=2 charge=-2
Tl -0.7596 1.7000 1.4945 -0.264 -0.374 -0.017 1.850
C -4.6658 -2.1985 4.7044 0.129 -0.848 0.230 -0.434
C -3.6598 -3.1518 4.5515 -0.098 0.489 0.124 -0.736
C -2.4278 -2.7755 4.0370 0.574 -0.273 -0.043 -0.507
C -2.1474 -1.4645 3.6626 -0.399 0.120 -0.092 0.004
C -3.2009 -0.5290 3.7897 1.179 -0.388 -0.007 0.156
C -4.4208 -0.8969 4.3339 0.061 0.493 -0.410 -0.698
P -0.4835 -1.1181 2.8522 -0.411 0.227 0.760 1.720
C 0.2337 -0.1997 4.4138 0.403 0.943 0.606 -0.136
C 1.5164 0.3434 4.1905 0.236 0.120 -0.077 0.604
C 2.1105 1.3378 4.9569 -0.722 -0.095 0.447 -0.471
C 1.3852 1.8836 6.0304 0.059 -0.443 -0.227 -0.590
C 0.1287 1.3594 6.2942 -0.024 0.358 0.360 -0.638
C -0.4309 0.3501 5.5228 0.110 -0.383 -0.254 -0.591
C 0.7807 -2.4785 2.9998 0.505 -0.204 0.124 -0.566
C 1.1942 -2.9460 4.2532 0.306 -0.263 -0.385 -0.488
C 2.1222 -3.9916 4.3528 0.023 0.134 -0.651 -0.746
C 2.6967 -4.5365 3.1977 -0.463 0.076 0.423 -0.874
C 2.2844 -4.0681 1.9448 0.120 0.366 0.040 0.154
C 1.3310 -3.0548 1.8119 -0.258 -0.106 0.431 -0.247
Si 0.5371 -2.1985 0.2926 -0.464 -0.645 0.359 0.762
C 2.1422 -1.5892 -0.6322 -0.513 -0.356 0.025 0.325
C 2.7783 -2.6626 -1.2996 -0.323 0.353 0.431 -0.608
C 3.9749 -2.5106 -1.9441 0.505 -0.130 -0.416 -0.981
C 4.5539 -1.2531 -2.0218 0.618 0.487 0.031 -0.966
C 3.9599 -0.1890 -1.3573 0.681 0.354 -0.363 0.166
C 2.7595 -0.3441 -0.6596 0.513 0.286 0.282 -0.209
P 2.2153 1.0794 0.3974 0.204 -0.111 -0.276 1.319
C 1.9551 2.4261 -0.8271 -0.284 -0.012 -0.592 0.211
C 2.0236 2.2795 -2.2256 -0.230 0.248 0.723 -0.726
C 1.6793 3.3435 -3.0510 0.270 -0.410 0.051 -0.483
C 1.2360 4.5366 -2.5147 0.065 0.461 0.224 -0.748
C 1.1224 4.6983 -1.1385 0.589 -0.682 0.214 -0.949
C 1.5053 3.6405 -0.3008 -0.474 0.307 -0.068 -0.338
C 3.8742 1.5877 1.0545 0.664 -0.348 0.642 -0.058
C 4.4923 2.8186 0.8218 0.123 -0.887 0.382 -0.207
C 5.7465 3.1140 1.3635 -0.553 0.477 -0.226 -0.579
C 6.3836 2.2158 2.1871 0.309 -0.279 0.424 -0.500
C 5.7748 0.9949 2.4778 -0.118 0.161 -0.215 -0.629
C 4.5523 0.6808 1.9128 -0.455 0.342 -0.376 -0.361
C -0.1611 -3.2452 -1.1709 0.149 -0.289 0.818 0.326
C -0.3420 -4.6418 -1.0551 0.190 0.485 0.131 -0.871
C -0.7798 -5.3770 -2.1305 -0.149 -0.667 -0.297 -0.767
C -1.0750 -4.7636 -3.3407 -0.006 -0.264 0.042 -0.901
C -0.9927 -3.3969 -3.4302 -0.022 0.438 -0.120 0.046
C -0.5539 -2.6228 -2.3570 0.045 0.411 -0.201 -0.118
P -0.5365 -0.7461 -2.4603 -0.253 -0.308 -0.066 2.073
C 0.3517 -0.4390 -4.0527 0.258 -0.419 0.176 0.165
C 0.1372 0.7460 -4.7573 0.174 0.162 0.122 -0.410
C 0.9144 1.0824 -5.8557 0.330 -0.537 0.261 -0.664
C 1.9476 0.2357 -6.2499 -0.079 0.045 -0.377 -0.646
C 2.1792 -0.9518 -5.5646 0.141 0.041 0.193 -0.719
C 1.3983 -1.2810 -4.4613 -0.370 0.087 -0.134 -0.535
C -2.2788 -0.3491 -2.9763 0.421 -0.287 -0.224 0.822
C -2.8589 -0.6251 -4.2221 0.271 -0.092 -0.040 -0.321
C -4.2169 -0.4494 -4.4149 0.156 0.182 0.263 -0.882
C -5.0117 -0.0001 -3.3611 -0.229 -0.202 -0.832 -0.823
C -4.4417 0.2934 -2.1501 -0.064 -0.007 0.184 -1.575
C -3.0782 0.1566 -1.9632 0.350 -0.133 0.349 -0.745
H -5.6288 -2.4941 5.1127 0.052 0.080 -0.037 0.319
H -3.8238 -4.1681 4.8671 -0.084 -0.284 -0.028 0.364
H -1.6312 -3.5169 3.8982 -0.394 0.130 0.101 0.218
H -3.0171 0.4872 3.4587 -0.150 0.034 0.059 0.267
H -5.2046 -0.1596 4.4077 -0.156 0.165 0.060 0.365
H 2.0544 -0.0106 3.3153 0.091 -0.077 -0.072 -0.449
H 3.1029 1.7042 4.7329 0.080 0.006 -0.162 0.387
H 1.7727 2.6769 6.6604 0.109 0.001 -0.147 0.336
H -0.4395 1.7586 7.1366 0.050 -0.072 -0.130 0.324
H -1.3964 -0.0345 5.8100 -0.289 -0.034 -0.001 0.281
H 0.8207 -2.4856 5.1642 -0.080 -0.037 -0.173 0.381
H 2.3987 -4.3525 5.3332 0.114 -0.091 0.096 0.374
H 3.4291 -5.3427 3.2728 -0.148 0.197 -0.024 0.336
H 2.7686 -4.4765 1.0617 -0.080 -0.009 -0.047 0.308
H 2.3445 -3.6514 -1.2854 -0.217 -0.079 0.109 0.371
H 4.4730 -3.3811 -2.3718 -0.104 0.193 -0.063 0.380
H 5.5112 -1.1042 -2.5405 -0.439 -0.071 0.213 0.319
H 4.4800 0.7883 -1.3442 -0.396 -0.623 -0.085 0.370
H 2.2990 1.3319 -2.6548 0.138 -0.167 -0.128 0.301
H 1.7815 3.2231 -4.1201 -0.095 0.010 -0.110 0.432
H 1.0021 5.3579 -3.1762 -0.148 0.124 -0.084 0.320
H 0.7717 5.6238 -0.7037 -0.102 -0.015 -0.015 0.406
H 1.3644 3.7270 0.7796 -0.001 0.130 -0.107 0.745
H 3.9805 3.5330 0.2239 -0.162 0.564 -0.433 0.297
H 6.1582 4.1004 1.1597 0.133 -0.200 0.054 0.388
H 7.3385 2.4501 2.6544 -0.120 0.060 -0.161 0.313
H 6.2465 0.2976 3.1583 0.020 -0.035 -0.035 0.419
H 4.1017 -0.2765 2.1467 -0.093 -0.050 -0.043 0.214
H -0.1484 -5.1678 -0.1179 0.100 0.348 -0.119 0.372
H -0.9007 -6.4576 -2.0593 0.060 0.137 0.126 0.339
H -1.3741 -5.3598 -4.1935 -0.097 0.019 -0.039 0.393
H -1.2729 -2.9093 -4.3486 -0.057 0.100 -0.255 0.241
H -0.5876 1.4572 -4.3823 -0.226 -0.050 -0.084 0.339
H 0.7642 2.0085 -6.3807 -0.145 0.268 -0.113 0.477
H 2.5466 0.5112 -7.1182 -0.015 -0.133 0.214 0.326
H 2.9968 -1.6103 -5.8572 -0.178 0.134 0.006 0.385
H 1.5649 -2.2085 -3.9185 0.087 0.165 -0.075 0.229
H -2.2712 -1.0020 -5.0582 0.079 0.084 0.228 0.290
H -4.6480 -0.6839 -5.3711 -0.193 -0.052 -0.276 0.401
H -6.0779 0.0966 -3.5341 -0.059 0.043 0.183 0.379
H -5.0563 0.6065 -1.3338 -0.196 0.121 0.389 0.809
H -2.6328 0.3104 -0.9784 -0.210 0.186 -0.270 0.759
S -2.5174 -1.6278 0.4848 0.399 0.062 0.351 -0.377
C -0.9634 -1.7501 1.2474 -0.419 0.077 -1.657 -0.100
F -0.0345 3.4480 2.6758 0.151 0.112 -0.056 -0.924
N -3.3612 3.3424 -2.5599 0.228 0.055 -0.384 0.013
C -2.0954 3.5240 -2.0208 -0.609 -0.317 0.135 -0.338
N -2.1045 3.6969 -0.7301 -0.468 0.075 -0.449 -0.399
C -3.4507 3.5717 -0.3769 -0.119 -0.226 0.106 0.274
C -4.0339 3.4791 0.8915 0.040 -0.044 0.080 -0.488
C -5.3861 3.1702 0.9634 0.693 0.117 -1.129 -0.751
C -6.1749 2.9871 -0.2041 -0.466 0.047 1.121 -0.269
C -5.6306 3.1157 -1.4481 0.532 0.002 -1.264 -0.853
C -4.2456 3.3474 -1.5072 -0.090 0.164 0.141 0.470
H -3.5794 2.9220 -3.4561 0.280 0.148 0.235 0.328
H -1.2089 3.4593 -2.6350 0.005 0.124 0.021 0.216
H -3.3844 3.5716 1.7665 -0.389 0.036 -0.158 0.620
H -5.8227 3.0188 1.9117 -0.497 -0.113 0.908 0.453
H -7.2288 2.6993 -0.0754 0.503 0.252 -0.147 0.325
H -6.1935 2.9685 -2.3887 0.241 -0.003 0.736 0.309



11
Properties=species:S:1:pos:R:3:forces:R:3:mulliken_charge:R:1 method="wB97M-V/def2-TZVPD" relative_energy_kcal_mol=31.67 e_homo_ev=1.652 charge=-2
C 2.3583 0.0103 0.0511 0.635 0.313 0.030 0.526
C 2.0249 -1.2659 0.1944 -0.744 -2.261 0.110 0.346
C 1.3705 1.0897 0.1762 -0.604 0.720 0.015 0.105
N 0.0932 0.7791 0.5789 -0.860 0.852 -0.230 0.382
N -0.4782 -0.3979 0.9350 0.679 -0.709 0.445 -1.110
O 3.6503 0.1994 -0.1908 0.284 0.297 -0.186 -0.949
O 2.0033 -2.4770 0.1200 -0.085 1.746 0.148 -0.578
O 1.6082 2.2944 -0.0603 0.335 -0.644 0.023 -0.769
O -1.0699 -1.0459 -0.3119 -0.084 0.094 -0.340 -0.464
H -0.5133 1.6179 0.5326 0.451 -0.368 -0.007 0.257
H -0.3320 -1.5666 -0.6490 -0.006 -0.041 -0.008 0.254